98
Properties=species:S:1:pos:R:3:mulliken_charge:R:1 method="wB97M-V/def2-TZVPD" e_lumo_ev="-3.797 / -3.801" largest_force_ev_per_a=1.1 gap_ha="0.2045 / 0.2043" charge=+1 de_lowest_kcal_mol=47.9
Ir 0.52222 -1.77005 -0.10314 2.36
C 3.86944 -2.97651 -0.83210 -1.31
P 2.88263 -1.62106 -0.13871 0.99
C 3.65912 -0.13353 -0.84900 -1.27
C 3.42731 -1.53066 1.60576 -1.31
C 2.51076 -0.53639 2.31792 -0.99
P 0.77796 -1.14320 2.17501 0.97
C -0.20612 0.30618 2.66398 -0.69
C 0.66092 -2.15129 3.68908 -1.68
H 4.92038 -2.86380 -0.56373 0.51
H 3.78009 -2.99536 -1.91873 0.38
H 3.49363 -3.92051 -0.44170 0.18
H 4.69620 -0.07950 -0.51650 0.51
H 3.12471 0.76337 -0.53582 0.17
H 3.63773 -0.16779 -1.93734 0.43
H 4.48114 -1.25840 1.68896 0.68
H 3.30613 -2.53180 2.03200 0.27
H 2.55159 0.45074 1.84708 0.07
H 2.79080 -0.41482 3.36594 0.70
H 0.18751 0.74095 3.58444 0.52
H -1.24346 0.01023 2.82189 0.31
H -0.17750 1.05879 1.87955 -0.45
H 0.90724 -1.50787 4.53481 0.58
H 1.35531 -2.98928 3.64904 0.42
H -0.34414 -2.54812 3.82077 0.46
N -9.48042 -1.56923 -0.78393 -0.47
C -8.33763 -1.61590 -0.67467 -0.06
C -6.90750 -1.67234 -0.54015 0.52
C -6.11856 -2.02516 -1.63278 -0.65
C -4.74392 -2.07655 -1.50159 -0.51
C -4.13340 -1.77403 -0.28130 0.26
C -4.93729 -1.43078 0.81002 -0.60
C -6.31248 -1.37935 0.68505 -0.66
C -2.70591 -1.81440 -0.15312 0.57
C -1.49351 -1.81339 -0.09361 -1.43
H -6.58954 -2.25873 -2.57785 0.45
H -4.12567 -2.35529 -2.34423 0.52
H -4.46985 -1.20902 1.75994 0.45
H -6.93301 -1.11593 1.53067 0.45
Cl -1.60733 10.14147 -1.21419 -0.20
C -1.14120 8.48097 -1.09584 0.38
C -0.03904 8.02278 -1.79806 -1.04
C 0.31307 6.68950 -1.68399 -0.20
C -0.40504 5.79815 -0.89106 -0.13
C 0.03981 4.35212 -0.85369 -0.09
C -0.90602 3.43424 -1.62561 -1.31
N -0.33121 2.09991 -1.71840 0.19
C 0.36944 1.56856 -2.77321 -0.74
C 0.79570 0.34467 -2.36521 -0.71
N 0.37635 0.13293 -1.07043 0.08
C -0.31141 1.20162 -0.72301 -0.69
O 0.13965 3.83389 0.46446 -0.05
C 1.45820 3.85881 1.00622 0.06
C 2.04385 5.23627 1.01056 -0.06
C 2.99232 5.69079 0.14430 0.60
Cl 3.77773 4.78915 -1.09587 -0.20
S 3.37373 7.34388 0.36980 -0.18
C 2.24826 7.45813 1.65614 -0.36
C 1.62141 6.27782 1.89016 -0.99
C -1.51003 6.29493 -0.20545 1.15
Cl -2.49300 5.27266 0.80167 -0.21
C -1.88153 7.62650 -0.29725 -0.90
H 0.53438 8.70066 -2.41412 0.44
H 1.18647 6.32867 -2.21580 0.45
H 1.02241 4.30441 -1.33716 0.26
H -1.07334 3.81374 -2.63162 0.27
H -1.86264 3.37116 -1.11051 0.44
H 0.49899 2.09646 -3.70151 0.50
H 1.35138 -0.39360 -2.91577 0.55
H -0.83136 1.36167 0.20249 0.83
H 2.11246 3.17267 0.45498 -0.16
H 1.34389 3.49141 2.02650 0.50
H 2.11781 8.39577 2.17150 0.47
H 0.86511 6.13989 2.65038 0.44
H -2.74264 7.98892 0.24535 0.46
C -0.86068 -5.31953 -3.78699 -0.60
C -0.20774 -4.09590 -3.74476 -0.90
C 0.30120 -3.62547 -2.54833 -0.16
C 0.15025 -4.36404 -1.36289 0.55
C -0.51102 -5.60813 -1.42147 -0.28
C -1.00875 -6.06955 -2.62095 -0.77
N 0.58577 -3.81576 -0.17508 0.62
C 0.84545 -4.69922 0.89524 -0.81
C 1.79282 -5.71703 0.75832 -0.07
C 2.06249 -6.55885 1.82405 -0.95
C 1.36949 -6.41719 3.02089 -0.55
C 0.39933 -5.43340 3.14046 -0.71
C 0.14106 -4.56993 2.08560 -0.60
H -1.24986 -5.69355 -4.72425 0.43
H -0.07551 -3.52141 -4.65205 0.43
H 0.84888 -2.68859 -2.50527 0.21
H -0.66563 -6.17261 -0.51280 0.42
H -1.53682 -7.01323 -2.65066 0.40
H 2.31473 -5.83620 -0.18314 0.47
H 2.80588 -7.33773 1.71605 0.42
H 1.57653 -7.08026 3.84988 0.42
H -0.16882 -5.34412 4.05793 0.45
H -0.63860 -3.82001 2.14154 1.06

***

100
Properties=species:S:1:pos:R:3:mulliken_charge:R:1 method="wB97M-V/def2-TZVPD" e_lumo_ev=2.226 largest_force_ev_per_a=0.5 gap_ha=0.1449 charge=-1 de_lowest_kcal_mol=0.0
Ca -0.16468 0.05291 -0.31317 1.55
S -4.51521 0.50442 1.82307 -0.10
C -4.06033 1.97623 2.54945 -0.53
C -2.78000 1.94062 3.00385 -0.69
C -2.14322 0.68028 2.79778 -0.56
C -2.98547 -0.20097 2.16769 1.44
C -2.67440 -1.58385 1.77220 -0.56
C -3.56834 -2.63027 1.98137 -0.57
C -3.19503 -3.91224 1.61501 -0.81
C -1.93437 -4.12006 1.08129 -1.07
C -1.10552 -3.02291 0.90947 -0.28
N -1.47545 -1.78030 1.21713 1.28
H -4.74228 2.81170 2.57085 0.49
H -2.29659 2.79144 3.46273 0.32
H -4.52658 -2.43221 2.44343 0.57
H -3.87666 -4.74091 1.76288 0.40
H -1.58737 -5.10510 0.79952 0.53
H -0.10337 -3.11685 0.50577 -0.03
N 3.88330 -2.07162 -0.14694 -0.05
C 3.62427 -3.29075 0.44990 0.10
C 4.25067 -4.47428 0.04426 -0.90
C 4.03896 -5.65534 0.73968 -0.56
C 3.18385 -5.69309 1.83312 -0.69
C 2.54362 -4.52449 2.23561 -0.45
C 2.76861 -3.32666 1.57312 0.71
S 2.08161 -1.76882 2.00988 -0.35
N 1.70910 -1.18269 0.46206 0.16
C 2.81883 -1.13285 -0.39666 -0.80
C 2.80174 -0.39853 -1.54146 0.74
C 3.84617 -0.39968 -2.56684 -1.61
C 3.68779 0.29862 -3.71189 -0.57
C 2.49828 1.06682 -3.94182 -1.32
C 1.56992 1.07104 -2.92405 -0.24
N 1.64487 0.39569 -1.77602 0.68
H 4.52810 -2.13101 -0.92019 0.20
H 4.91666 -4.45610 -0.81259 0.37
H 4.54133 -6.55902 0.41439 0.36
H 3.00977 -6.62203 2.36209 0.37
H 1.86237 -4.53088 3.08012 0.42
H 4.77583 -0.93489 -2.40668 0.34
H 4.48291 0.29214 -4.45137 0.36
H 2.35552 1.66653 -4.82948 0.45
H 0.66569 1.67309 -3.03779 0.18
C -4.54829 1.67805 -2.91108 -0.84
N -3.48645 0.90388 -3.53118 0.27
C -2.93668 1.12925 -4.78274 -0.66
C -1.95776 0.22738 -4.95953 -0.42
N -1.90937 -0.54754 -3.80886 0.83
C -2.83579 -0.10694 -2.90192 -0.58
S -3.14215 -0.65893 -1.34915 -0.09
C -0.97351 -1.60795 -3.61268 -0.13
C -0.79477 -2.53927 -4.61861 -0.90
C 0.17327 -3.51593 -4.41996 -0.56
C 0.89588 -3.51514 -3.24169 -1.48
C 0.62337 -2.54058 -2.29208 -0.63
N -0.30772 -1.59644 -2.47907 0.99
H -5.10901 2.18159 -3.69580 0.35
H -4.13319 2.40189 -2.21121 0.27
H -5.19738 1.00282 -2.35837 0.33
H -3.28593 1.91804 -5.42428 0.45
H -1.26343 0.08125 -5.76673 0.50
H -1.39840 -2.50240 -5.51492 0.57
H 0.35129 -4.26500 -5.18092 0.41
H 1.67160 -4.24286 -3.04567 0.59
H 1.17988 -2.48149 -1.36181 0.90
C 1.19949 0.89745 4.73300 -1.37
C -0.29777 1.08500 4.51873 1.02
C -1.09775 0.59266 5.72081 -1.75
C -0.74064 0.35749 3.24553 0.57
H 1.52586 1.37311 5.66148 0.46
H 1.77246 1.33332 3.91106 0.12
H 1.45322 -0.16396 4.78457 0.27
H -0.48394 2.15647 4.39636 0.16
H -0.91336 -0.47419 5.88447 0.34
H -2.17164 0.72739 5.56968 0.33
H -0.81176 1.12552 6.63066 0.46
H -0.63464 -0.71817 3.40273 1.03
H -0.03348 0.59269 2.43322 -1.40
C 2.33615 4.80815 1.04354 -0.93
N 1.84179 3.57393 1.61846 0.20
C 2.35113 2.42675 0.87479 -0.91
C 0.38076 3.56394 1.75549 -0.88
C -0.43569 3.66249 0.48068 0.32
C -0.77059 4.94580 0.04264 -0.44
C -1.44046 5.15033 -1.15615 -1.02
C -1.76695 4.04071 -1.92029 -0.74
C -1.44969 2.76867 -1.44802 0.88
C -0.79500 2.49475 -0.23278 0.78
H 3.42771 4.81206 1.08533 0.34
H 1.96709 5.66160 1.61915 0.33
H 2.03654 4.95156 -0.00620 0.28
H 3.44285 2.43566 0.90710 0.49
H 2.03818 2.40886 -0.17728 0.39
H 2.02048 1.49063 1.33417 -0.16
H 0.11996 4.39127 2.42801 0.79
H 0.12005 2.63969 2.26000 -1.15
H -0.48757 5.80642 0.64478 0.33
H -1.68545 6.15187 -1.49123 0.34
H -2.26283 4.16781 -2.88040 0.45
H -1.72488 1.93539 -2.09664 -0.40

***

96
Properties=species:S:1:pos:R:3:mulliken_charge:R:1 method="wB97M-V/def2-TZVPD" e_lumo_ev=3.792 largest_force_ev_per_a=0.6 gap_ha=0.1175 charge=-2 de_lowest_kcal_mol=0.0
Pd -1.25476 -2.40640 -1.04321 -0.44
C 0.43135 4.96113 -1.42936 -1.22
C -1.07276 4.97247 -1.73778 2.26
C -1.67419 6.31884 -1.31290 -1.94
C -1.23641 4.83133 -3.25097 -2.11
C -1.74789 3.83193 -0.97467 0.53
C -1.71023 3.82958 0.43224 0.03
C -2.24548 2.79528 1.17403 -1.09
C -2.82511 1.72238 0.50653 0.88
S -3.44594 0.22515 1.10050 -0.30
C -3.71160 -0.30763 -0.56379 0.91
N -3.42920 0.57320 -1.45998 -0.69
C -2.88833 1.70917 -0.89128 -1.45
C -2.35914 2.77472 -1.62126 0.46
C -4.22353 -1.68189 -0.78052 0.02
C -5.59708 -1.90770 -0.68018 -0.34
C -6.10078 -3.18429 -0.86991 -0.54
C -5.19905 -4.21549 -1.13908 -0.50
C -3.83611 -3.96942 -1.20806 -0.50
C -3.25722 -2.68334 -1.02698 -0.12
H 0.93838 5.77021 -1.96522 0.54
H 0.86797 4.00968 -1.74166 -0.23
H 0.62176 5.08552 -0.36190 0.25
H -1.18889 7.14092 -1.84854 0.48
H -1.54955 6.49043 -0.24266 0.29
H -2.74341 6.34514 -1.53374 0.41
H -0.71705 5.65270 -3.75236 0.45
H -2.28786 4.86516 -3.54450 0.41
H -0.81219 3.89285 -3.61073 0.27
H -1.23094 4.64857 0.95777 0.30
H -2.17320 2.80284 2.25518 0.32
H -2.40648 2.70694 -2.69892 0.39
H -6.26894 -1.07934 -0.46943 0.38
H -7.16737 -3.37371 -0.80839 0.32
H -5.57177 -5.22732 -1.28279 0.34
H -3.16982 -4.80570 -1.39013 0.36
C 0.20262 -1.02982 -4.27282 -1.53
C -0.27990 -0.12741 -3.13798 0.57
C 0.80766 0.25463 -2.18086 0.94
C 1.32344 1.54368 -2.21535 -0.46
C 2.34601 1.95076 -1.36799 -1.42
C 2.85414 1.04166 -0.45891 -0.08
C 2.36149 -0.26073 -0.38285 1.25
C 2.90115 -1.15027 0.71560 0.50
C 4.32995 -1.63715 0.47332 -1.79
C 1.33978 -0.67101 -1.25924 -0.66
N 0.82864 -1.98591 -1.16043 0.82
C 1.69394 -2.91594 -1.43708 -0.20
C 1.68631 -4.32469 -1.22020 -0.09
C 2.77234 -5.13550 -1.63296 -1.11
C 2.47530 -6.42420 -1.20257 -0.48
C 1.22512 -6.31002 -0.55197 -0.63
N 0.74857 -5.06613 -0.55807 -0.16
H -0.63039 -1.27099 -4.93731 0.48
H 0.57551 -1.97248 -3.87106 0.20
H 0.99649 -0.55424 -4.85868 0.35
H -1.06862 -0.66994 -2.58694 -1.07
H -0.71842 0.78740 -3.54935 0.23
H 0.90443 2.24250 -2.93357 0.62
H 2.72917 2.96514 -1.41198 0.40
H 3.62817 1.34536 0.24161 0.36
H 2.24524 -2.00634 0.86576 -0.36
H 2.88010 -0.57705 1.64960 -0.18
H 4.38067 -2.27973 -0.40661 0.32
H 4.68996 -2.21631 1.32767 0.50
H 5.01123 -0.79575 0.31749 0.30
H 2.63657 -2.58441 -1.89549 0.10
H 3.64943 -4.79915 -2.17170 0.45
H 3.06386 -7.32206 -1.33699 0.42
H 0.66364 -7.11001 -0.07937 0.42
C 1.06384 0.77040 5.20574 -1.21
N 1.56469 0.81267 3.83296 0.07
N 0.63197 0.26083 2.93207 1.08
C 0.42592 1.14276 1.85351 -0.60
O -0.24377 0.92392 0.87648 0.34
C 1.22446 2.32511 2.19230 -0.94
C 1.84559 2.09631 3.35231 0.74
C 2.75514 2.98339 4.13231 -1.91
C 0.52272 -1.16056 2.87826 0.28
C 1.46862 -1.95442 3.52639 0.22
C 1.36196 -3.33593 3.46392 -1.03
C 0.32266 -3.93183 2.76335 -0.46
C -0.61992 -3.13386 2.13343 -0.24
C -0.53592 -1.75013 2.19318 -0.31
H 0.82845 -0.25968 5.46246 0.39
H 0.16088 1.38313 5.31747 0.29
H 1.84081 1.13015 5.87977 0.42
H 1.33027 3.17337 1.53781 0.52
H 3.06690 3.81982 3.50918 0.44
H 3.64212 2.43539 4.45551 0.34
H 2.26465 3.38732 5.02126 0.32
H 2.32160 -1.50014 4.01344 0.34
H 2.12551 -3.94483 3.93478 0.30
H 0.27568 -5.00699 2.65745 0.31
H -1.40002 -3.56719 1.51946 0.34
H -1.25559 -1.14685 1.65714 -0.22

***

109
Properties=species:S:1:pos:R:3:mulliken_charge:R:1 method="wB97M-V/def2-TZVPD" e_lumo_ev=2.099 largest_force_ev_per_a=15.6 gap_ha=0.2779 charge=-1 de_lowest_kcal_mol=72.6
B -20.12920 -15.84500 -31.32882 -0.04
F -19.18357 -14.84276 -31.89962 -0.23
F -21.06394 -15.10144 -30.52892 0.13
F -20.66286 -16.55282 -32.38083 -0.08
F -19.41378 -16.58482 -30.41848 -0.14
C -18.27648 -17.64451 -34.62250 -0.15
O -17.42634 -17.66317 -35.67748 -0.55
H -18.97322 -18.45306 -34.61490 0.21
H -19.10014 -16.88387 -34.79595 0.15
H -17.76764 -17.62742 -33.63748 0.06
H -16.60086 -17.51228 -35.58534 0.28
C -19.97293 -10.25259 -30.66716 -1.04
C -19.45855 -11.55084 -30.13120 -0.08
C -19.84685 -12.04342 -28.94097 0.40
C -20.30169 -11.09233 -28.00670 -0.31
C -20.54023 -9.72773 -28.28463 -1.64
C -20.36498 -9.31207 -29.57063 1.03
O -20.33603 -8.04933 -29.96033 -0.56
O -19.47523 -13.26069 -28.53615 -0.49
H -19.76896 -9.88187 -31.67832 0.22
H -19.07250 -12.23319 -30.74578 0.73
H -20.67219 -11.47080 -27.04713 0.28
H -20.62244 -9.14964 -27.65003 0.97
H -19.91559 -7.80277 -30.78374 0.32
H -19.30136 -13.78824 -29.24214 -0.07
C -15.52402 -14.09870 -30.01231 0.56
C -14.65096 -13.56486 -29.03596 -0.41
C -13.82812 -14.39587 -28.27557 0.16
C -13.90524 -15.82045 -28.73060 -0.37
C -14.84359 -16.40154 -29.62732 -0.70
C -15.71998 -15.42210 -30.29143 0.34
O -16.53161 -16.03574 -31.14518 -0.31
O -12.93455 -13.84059 -27.51719 -0.51
H -16.30022 -13.21889 -30.62584 -0.36
H -14.83089 -12.55338 -28.92633 0.56
H -13.19491 -16.52454 -28.16516 0.14
H -14.98028 -17.51852 -29.76841 0.36
H -16.86271 -15.84577 -31.90837 0.19
H -12.16972 -14.24965 -27.18363 0.31
C -21.40478 -15.15544 -25.34960 -0.58
C -21.31879 -15.69556 -26.58587 0.19
C -22.24331 -16.54600 -27.14142 0.99
C -23.20857 -17.09895 -26.30963 -1.07
C -23.34104 -16.58693 -25.09030 -0.48
C -22.48898 -15.69008 -24.55012 0.80
O -22.42907 -15.32806 -23.20888 -0.67
O -22.20870 -16.83797 -28.52656 -0.50
H -20.44554 -14.57523 -24.86481 0.06
H -20.47753 -15.21408 -27.16890 -0.13
H -23.93165 -17.76601 -26.72605 0.53
H -24.17851 -16.85088 -24.44368 0.30
H -22.83852 -15.96019 -22.39349 0.36
H -21.67316 -16.41894 -29.23643 0.00
C -19.19737 -18.58560 -26.82325 0.63
C -19.42951 -18.83569 -25.44696 -0.84
C -18.87246 -19.93892 -24.91039 0.92
C -18.17227 -20.84712 -25.66903 -0.49
C -17.79814 -20.53361 -27.01896 -0.78
C -18.37063 -19.30996 -27.52664 0.39
O -18.17081 -19.08130 -28.82953 -0.55
O -19.04428 -20.20586 -23.59547 -0.59
H -19.59369 -17.56522 -27.21589 -0.29
H -19.98231 -18.05013 -25.05291 0.57
H -17.79976 -21.81870 -25.02713 0.00
H -16.98387 -21.02066 -27.58044 0.37
H -18.80544 -18.18778 -29.16366 0.36
H -18.96652 -21.14475 -23.28280 0.31
C -21.45141 -21.16999 -32.14644 -0.56
C -21.83037 -22.12496 -33.19883 -0.40
C -21.99371 -21.59719 -34.46636 0.76
C -22.00790 -20.26467 -34.73979 -0.83
C -21.71933 -19.33140 -33.70221 -0.55
C -21.30948 -19.79887 -32.44807 0.05
O -20.97610 -18.95808 -31.42260 -0.41
O -22.32966 -22.47525 -35.43015 -0.60
H -21.41862 -21.54106 -31.13616 0.42
H -21.91051 -23.22727 -32.85328 0.28
H -22.27324 -19.92863 -35.65128 0.43
H -21.65433 -18.29438 -33.84545 0.70
H -20.50146 -18.12536 -31.68445 0.26
H -22.88140 -22.04720 -36.16760 0.31
C -18.92224 -11.02357 -34.88245 -0.42
C -18.53971 -12.16882 -34.42267 -0.40
C -17.44452 -12.28097 -33.49716 -0.02
C -16.81019 -11.02127 -33.10659 -0.14
C -17.17626 -9.79824 -33.70033 -0.65
C -18.29336 -9.81942 -34.65132 0.77
O -18.77621 -8.61013 -35.21506 -0.54
O -17.15639 -13.45766 -32.96885 -0.52
H -19.61768 -10.90810 -35.79814 0.08
H -18.94175 -13.04471 -34.84644 0.53
H -15.94958 -11.19726 -32.36093 0.22
H -16.73591 -8.97817 -33.23884 0.44
H -19.21266 -8.70789 -35.98626 0.28
H -17.89606 -13.95611 -32.23047 0.44
C -25.46301 -14.82879 -29.05158 -0.48
C -25.96163 -14.53832 -27.70797 -0.94
C -24.94787 -13.88288 -26.82415 0.33
C -23.68400 -13.39226 -27.39164 0.20
C -23.33699 -13.84488 -28.68006 -0.25
C -24.17960 -14.46531 -29.44364 0.16
O -23.88096 -14.86492 -30.76450 -0.71
O -25.26091 -13.77569 -25.54557 -0.56
H -26.18047 -15.19195 -29.77385 0.41
H -26.85838 -14.81736 -27.22636 0.47
H -22.81441 -13.26184 -26.68953 0.04
H -22.51234 -13.58457 -29.17320 0.57
H -23.00518 -14.55667 -31.23328 0.29
H -24.79371 -13.35316 -24.85378 0.36

***

| no. | energy (eV) |
| --- | --- |
| 1 | -123110.937 |
| 2 | -108189.444 |
| 3 | -69134.151 |
| 4 | -87589.980 |